Entry 1:
Here is C9H33BeN16O11 as an isolated structure in a non-equilibrium geometry from the Open Molecules 2025 dataset. Energies are from the ωB97M-V functional and the def2-TZVPD basis.

Atoms and positions in Å:
Be (-0.17686, 0.06080, -0.37904)
O (4.25761, -0.52533, -0.37927)
C (3.14180, -0.72114, -1.13662)
O (2.09584, -0.90134, -0.55908)
O (3.25750, -0.70667, -2.38747)
H (3.70100, -0.54490, 0.40265)
C (-3.65231, 0.47557, 1.00873)
O (-2.85782, 0.18403, 0.11236)
N (-4.44013, -0.32263, 1.64499)
N (-3.72631, 1.64300, 1.46746)
H (-5.07613, 0.04784, 2.33663)
H (-4.51037, -1.25697, 1.26793)
H (-4.45773, 1.93521, 2.09970)
H (-2.98116, 2.23969, 1.13759)
C (2.42343, 2.74018, 0.39139)
O (1.60298, 1.83522, 0.51012)
N (2.52530, 3.72476, 1.18618)
N (3.13569, 2.97847, -0.58246)
H (3.05785, 4.50391, 0.82644)
H (1.91736, 3.64801, 1.98906)
H (3.79788, 3.73798, -0.51356)
H (3.04051, 2.31253, -1.33583)
C (-1.15298, 3.47897, 0.03134)
O (-1.21699, 2.33960, -0.32584)
N (-0.97582, 3.72043, 1.27740)
N (-1.17948, 4.48345, -0.77219)
H (-0.92648, 4.67773, 1.59559)
H (-0.92431, 2.89855, 1.86217)
H (-0.66064, 5.22508, -0.32399)
H (-1.02454, 4.43353, -1.76898)
C (2.42716, -2.37387, 2.89775)
O (3.19381, -1.44482, 3.08218)
N (1.57601, -2.41969, 1.89871)
N (2.19584, -3.22135, 3.86421)
H (1.22585, -3.31458, 1.58781)
H (1.48326, -1.70843, 1.18765)
H (1.36712, -3.77887, 4.01422)
H (2.82191, -3.33414, 4.64870)
C (0.64200, 1.45144, -3.48307)
O (0.57281, 1.65596, -2.28312)
N (-0.24844, 1.73829, -4.48959)
N (1.73879, 0.96011, -4.02246)
H (0.11324, 1.66225, -5.42954)
H (-1.17443, 2.12208, -4.36571)
H (1.79409, 0.77495, -5.01380)
H (2.46326, 0.66072, -3.38558)
C (-0.49952, -2.00445, -3.37787)
O (-0.64410, -1.28126, -2.39201)
N (-1.42459, -2.21876, -4.23374)
N (0.69730, -2.37561, -3.74463)
H (-2.33344, -1.97421, -3.86729)
H (-1.33607, -2.78396, -5.06609)
H (1.54635, -2.09921, -3.27259)
H (0.96640, -2.87911, -4.57781)
C (-0.88947, 0.22631, 3.26973)
O (-0.49468, 0.40480, 2.11733)
N (-2.09554, 0.03901, 3.62782)
N (-0.03995, 0.26410, 4.22253)
H (-2.28021, 0.27679, 4.59191)
H (-2.75353, 0.17562, 2.87384)
H (-0.29590, 0.02342, 5.16945)
H (0.79736, 0.77126, 3.97392)
C (-1.13064, -3.55706, 0.03706)
O (-1.07387, -2.42691, 0.34302)
N (-0.81838, -4.57801, 0.90106)
N (-1.60654, -3.90720, -1.15078)
H (-0.61162, -5.49953, 0.54308)
H (-0.53351, -4.39804, 1.85320)
H (-1.85483, -3.12329, -1.73724)
H (-1.49828, -4.85040, -1.49541)

Computed properties:
Energy relative to the best compared isomer or geometry (same formula, charge and spin), kcal per mole: 133.8
Total charge: +1
HOMO, eV: -10.6
Max |F|, Eh/bohr: 0.180

Entry 2:
Here is a 2-piece molecular cluster, H4O2 overall from the Open Molecules 2025 dataset. Energies are from the ωB97M-V functional and the def2-TZVPD basis.

Atoms and positions in Å:
O (-0.83898, -1.11112, 1.06624)
H (-0.46597, -1.97432, 1.24509)
H (-1.72195, -1.29319, 0.74461)
O (1.32796, 1.67942, -0.96913)
H (0.73955, 1.66232, -1.72392)
H (0.95937, 1.03689, -0.36289)

Computed properties:
Energy relative to the best compared isomer or geometry (same formula, charge and spin), kcal per mole: 3.2
Total charge: 0
HOMO, eV: -11.3
SMILES: O.O
Max |F|, Eh/bohr: 0.007

Entry 3:
Here is C3H3N3O2 as an isolated structure in a non-equilibrium geometry from the Open Molecules 2025 dataset. Energies are from the ωB97M-V functional and the def2-TZVPD basis.

Atoms and positions in Å:
C (-1.42440, -0.31162, -0.02245)
C (0.59397, -0.34999, 0.13388)
C (2.00870, -0.62491, 0.05358)
H (-3.30955, 0.35418, -0.64028)
H (2.45104, -1.68360, 0.64679)
H (-1.13708, 1.50483, 1.01086)
N (-2.74214, -0.44062, -0.22842)
N (-0.39666, -1.11523, 0.12427)
N (-1.07577, 1.10100, 0.10042)
O (2.78927, 0.34789, -0.32818)
O (0.26423, 0.99307, 0.08052)

Computed properties:
Energy relative to the best compared isomer or geometry (same formula, charge and spin), kcal per mole: 140.7
Total charge: 0
HOMO, eV: -9.5
Max |F|, Eh/bohr: 0.214

Entry 4:
Here is a 10-piece molecular cluster, C40H104N4O16 overall in a non-equilibrium geometry from the Open Molecules 2025 dataset. Energies are from the ωB97M-V functional and the def2-TZVPD basis.

Atoms and positions in Å:
C (-3.55120, -6.44608, -11.34134)
O (-2.66515, -6.59933, -10.26722)
C (-1.59649, -5.66763, -10.31188)
C (-0.58935, -6.07504, -9.27693)
N (-0.95543, -5.87822, -7.88423)
C (-0.70384, -4.50877, -7.42482)
C (-0.76857, -4.41043, -5.91511)
O (-2.10076, -4.28063, -5.47988)
C (-2.15387, -4.33137, -4.08252)
H (-3.98206, -5.43949, -11.44891)
H (-4.40544, -7.09722, -11.15548)
H (-3.07954, -6.70133, -12.29837)
H (-1.95143, -4.63494, -10.21850)
H (-1.13190, -5.76731, -11.30782)
H (0.42914, -5.71503, -9.45809)
H (-0.36870, -7.14413, -9.41664)
H (-1.95917, -6.00486, -7.77966)
H (-1.36815, -3.72182, -7.81565)
H (0.31844, -4.27128, -7.73143)
H (-0.21386, -3.50834, -5.61459)
H (-0.32914, -5.32840, -5.50800)
H (-1.58309, -3.49785, -3.64664)
H (-1.72735, -5.25112, -3.65497)
H (-3.19180, -4.27628, -3.76001)
C (-0.72710, 3.55021, 6.81319)
O (-0.61819, 4.22431, 8.03481)
C (0.31067, 5.29787, 8.01711)
C (-0.07579, 6.43908, 7.07777)
N (1.09110, 7.04052, 6.44434)
C (0.76816, 8.19289, 5.60967)
C (1.20523, 9.51725, 6.16612)
O (0.26417, 9.94492, 7.13333)
C (0.75727, 10.93876, 7.99131)
H (0.23305, 3.16599, 6.44868)
H (-1.28051, 4.07497, 6.02666)
H (-1.33730, 2.65910, 6.99296)
H (1.32490, 4.90209, 7.86602)
H (0.32192, 5.65346, 9.05177)
H (-0.61508, 7.21551, 7.63946)
H (-0.80896, 6.04756, 6.37162)
H (1.75124, 7.29495, 7.16750)
H (-0.26765, 8.22929, 5.27474)
H (1.33748, 8.09933, 4.66818)
H (1.24543, 10.29678, 5.39106)
H (2.22611, 9.44012, 6.56898)
H (1.72549, 10.65440, 8.42259)
H (0.03979, 11.13517, 8.78293)
H (0.92133, 11.88116, 7.44437)
C (-0.22125, -2.22362, -1.61786)
O (0.39926, -1.70118, -0.47377)
C (0.17303, -2.50315, 0.69247)
C (0.99602, -1.91151, 1.80831)
N (0.20217, -0.92699, 2.58604)
C (0.95699, -0.36141, 3.69232)
C (0.15796, 0.79716, 4.29184)
O (0.08101, 1.94345, 3.49542)
C (1.23014, 2.72400, 3.47020)
H (-1.27359, -2.45122, -1.43300)
H (0.38300, -3.00931, -2.08770)
H (-0.20496, -1.42682, -2.37449)
H (0.38749, -3.55115, 0.45444)
H (-0.90035, -2.38881, 0.90561)
H (1.78479, -1.31456, 1.32580)
H (1.44589, -2.68085, 2.43032)
H (0.00787, -0.15754, 1.94567)
H (1.91511, 0.08183, 3.38326)
H (1.04525, -1.11101, 4.47954)
H (0.62160, 0.97063, 5.27888)
H (-0.86423, 0.47413, 4.49841)
H (1.03847, 3.68783, 3.00504)
H (2.08078, 2.24971, 2.96087)
H (1.63903, 2.97412, 4.46425)
C (-0.70522, 6.33378, 2.32708)
O (-1.32712, 6.56420, 1.08432)
C (-0.50986, 7.32124, 0.21332)
C (-1.00063, 7.03474, -1.19351)
N (-0.30138, 7.78351, -2.22120)
C (1.14725, 7.71804, -2.22537)
C (1.75049, 8.72515, -3.19170)
O (2.89852, 9.37416, -2.73250)
C (3.98509, 8.49939, -2.47001)
H (-0.14999, 7.22918, 2.63362)
H (0.02668, 5.52699, 2.18237)
H (-1.38857, 6.04702, 3.12098)
H (0.53506, 7.00308, 0.30255)
H (-0.62522, 8.38096, 0.46963)
H (-2.05974, 7.29755, -1.27087)
H (-1.00351, 5.93833, -1.32513)
H (-0.64375, 7.59794, -3.15239)
H (1.54509, 6.71613, -2.46991)
H (1.56602, 7.98325, -1.25320)
H (1.02826, 9.53088, -3.38084)
H (1.85979, 8.35517, -4.22891)
H (4.84852, 9.14521, -2.31986)
H (4.22731, 7.98005, -3.40802)
H (3.76406, 7.84689, -1.62959)
C (4.76108, -5.52586, 3.98478)
C (4.40356, -4.14741, 3.44000)
C (3.79831, -4.24248, 2.06362)
O (3.36118, -3.58916, 4.27290)
H (4.94425, -5.50331, 5.06207)
H (5.65657, -5.88845, 3.47797)
H (3.91317, -6.20364, 3.87739)
H (5.27381, -3.48642, 3.46620)
H (3.55887, -3.27940, 1.61667)
H (2.89912, -4.86504, 2.04345)
H (4.47286, -4.77625, 1.38499)
H (3.72042, -3.40547, 5.14591)
C (-1.10253, -0.61253, -5.18477)
C (0.12927, 0.28645, -5.02129)
C (0.62050, 0.86765, -6.33249)
O (-0.12486, 1.29143, -4.04025)
H (-0.93584, -1.45022, -4.51013)
H (-1.31951, -0.97006, -6.19182)
H (-1.99802, -0.06552, -4.88424)
H (0.91215, -0.33839, -4.59028)
H (0.88635, 0.04840, -6.99921)
H (1.50147, 1.48507, -6.13519)
H (-0.09373, 1.54686, -6.80495)
H (-0.72545, 1.92862, -4.43931)
C (1.51449, -5.83977, -3.17577)
C (2.63989, -6.05861, -2.18996)
C (2.57592, -5.06816, -1.03487)
O (2.54628, -7.41255, -1.73830)
H (1.39476, -6.59876, -3.94355)
H (1.56705, -4.81902, -3.56105)
H (0.58921, -5.85631, -2.58470)
H (3.63374, -5.95021, -2.64326)
H (1.79337, -5.34765, -0.32054)
H (2.45552, -4.02750, -1.32605)
H (3.50259, -5.16235, -0.45263)
H (3.00558, -7.45207, -0.89423)
C (-2.71748, -5.08264, 3.94736)
C (-1.46965, -4.27224, 4.31550)
C (-0.17778, -4.83155, 3.73819)
O (-1.67712, -2.95238, 3.83221)
H (-3.22927, -4.67768, 3.07928)
H (-3.42822, -5.05716, 4.77449)
H (-2.41688, -6.11896, 3.77606)
H (-1.36051, -4.29738, 5.40764)
H (0.12756, -5.73925, 4.26276)
H (0.60985, -4.09875, 3.92725)
H (-0.27068, -5.03195, 2.66861)
H (-0.87334, -2.55558, 3.46628)
O (-4.53534, -4.86248, -1.38607)
C (-3.64703, -4.12930, -0.56049)
C (-2.64437, -5.02161, 0.11083)
O (-1.54144, -5.43366, -0.70480)
H (-5.31065, -4.34649, -1.61769)
H (-3.20105, -3.32829, -1.15914)
H (-4.14688, -3.65063, 0.29292)
H (-3.22069, -5.92156, 0.38148)
H (-2.23974, -4.61567, 1.03231)
H (-1.90523, -5.69897, -1.55503)
O (-3.58762, -1.12606, 0.75016)
C (-3.18654, -0.13947, 1.72669)
C (-2.63181, 1.11360, 1.12626)
O (-1.50211, 0.89704, 0.30138)
H (-4.43701, -0.83236, 0.40707)
H (-4.05654, 0.07120, 2.36082)
H (-2.50196, -0.68359, 2.38037)
H (-2.29439, 1.74704, 1.95357)
H (-3.39712, 1.68374, 0.58365)
H (-1.57298, 0.02583, -0.10617)

Computed properties:
Energy relative to the best compared isomer or geometry (same formula, charge and spin), kcal per mole: 0.0
Total charge: 0
HOMO, eV: -8.7
SMILES: COCCNCCOC.COCCNCCOC.COCCNCCOC.COCCNCCOC.CC(C)O.CC(C)O.CC(C)O.CC(C)O.OCCO.OCCO
Max |F|, Eh/bohr: 0.036

Entry 5:
Here is C37H42AuP4 as an isolated structure from the Open Molecules 2025 dataset. Energies are from the ωB97M-V functional and the def2-TZVPD basis.

Atoms and positions in Å:
Au (0.75679, 0.27668, -0.58666)
C (3.41069, -2.09792, -0.32176)
P (1.75819, -1.77582, -1.00566)
C (1.97109, -2.11822, -2.78166)
C (0.74629, -3.18232, -0.47856)
C (1.29679, -4.32732, 0.08644)
C (0.47709, -5.38132, 0.44864)
C (-0.89591, -5.28412, 0.28814)
C (-1.44911, -4.13992, -0.25916)
C (-0.63571, -3.08952, -0.66676)
P (-1.26231, -1.61072, -1.55056)
C (-2.81551, -1.23012, -0.64736)
C (-1.95371, -2.47902, -3.02756)
H (3.85749, -3.00242, -0.73656)
H (3.33119, -2.16772, 0.76424)
H (4.03919, -1.23992, -0.56626)
H (2.25449, -3.16212, -2.93356)
H (2.73209, -1.45512, -3.19436)
H (1.01819, -1.92032, -3.27446)
H (2.36439, -4.40412, 0.22804)
H (0.91339, -6.28102, 0.85394)
H (-1.53401, -6.10262, 0.58654)
H (-2.52171, -4.06722, -0.36686)
H (-3.56031, -2.01662, -0.75156)
H (-3.21251, -0.30592, -1.06796)
H (-2.58161, -1.06552, 0.40344)
H (-2.44001, -3.41732, -2.75816)
H (-1.13361, -2.69212, -3.71406)
H (-2.66141, -1.81202, -3.51996)
C (-0.02121, 3.03708, 1.87424)
C (-0.38381, 1.85588, 2.77684)
P (0.05229, 0.26538, 1.92014)
C (-0.92711, -1.02542, 2.73284)
C (-0.42481, -2.32652, 2.73874)
C (-1.20691, -3.37322, 3.18484)
C (-2.51211, -3.14532, 3.59374)
C (-3.03351, -1.86422, 3.54524)
C (-2.25161, -0.81162, 3.10494)
C (1.73379, 0.08058, 2.58384)
C (2.77229, 0.67558, 1.87224)
C (4.07079, 0.59648, 2.33544)
C (4.34729, -0.10612, 3.49564)
C (3.31729, -0.69112, 4.21534)
C (2.01119, -0.58692, 3.77214)
C (-0.89511, 3.06598, 0.60864)
P (-0.08421, 2.43678, -0.92616)
C (-1.45621, 2.18878, -2.08076)
C (-1.21911, 1.33118, -3.15446)
C (-2.21961, 1.06678, -4.07086)
C (-3.47281, 1.63788, -3.91056)
C (-3.71081, 2.49118, -2.84526)
C (-2.70691, 2.77728, -1.93586)
C (0.74679, 3.92618, -1.56176)
C (0.35419, 4.52318, -2.75636)
C (0.95739, 5.69858, -3.16776)
C (1.95109, 6.27968, -2.39736)
C (2.36609, 5.67098, -1.22346)
C (1.77629, 4.49128, -0.81136)
H (1.04199, 2.97638, 1.62024)
H (-0.16241, 3.96568, 2.43634)
H (-1.45501, 1.87518, 2.98794)
H (0.15759, 1.90538, 3.72834)
H (0.57739, -2.51312, 2.38074)
H (-0.80851, -4.37602, 3.20514)
H (-3.13351, -3.96382, 3.92384)
H (-4.05491, -1.67792, 3.84374)
H (-2.67901, 0.17908, 3.05004)
H (2.56939, 1.19548, 0.94304)
H (4.87129, 1.06578, 1.78474)
H (5.36589, -0.19602, 3.84094)
H (3.53619, -1.23432, 5.12274)
H (1.20569, -1.02722, 4.34184)
H (-1.23981, 4.08558, 0.40884)
H (-1.77061, 2.42168, 0.75284)
H (-0.23751, 0.88788, -3.26836)
H (-2.02551, 0.41588, -4.91076)
H (-4.26161, 1.42198, -4.61616)
H (-4.68511, 2.93938, -2.72256)
H (-2.90371, 3.45878, -1.12206)
H (-0.42251, 4.07438, -3.35936)
H (0.64399, 6.16818, -4.08856)
H (2.40659, 7.20518, -2.71346)
H (3.14889, 6.11958, -0.62986)
H (2.11409, 4.01218, 0.09674)

Computed properties:
Total charge: +1
HOMO, eV: -10.0
Max |F|, Eh/bohr: 0.019

no.,lowest unoccupied orbital energy (eV),E_tot (eV)
1,-2.92,-56631.715
2,0.74,-4159.801
3,-1.83,-11719.854
4,0.53,-81879.014
5,-1.78,-79895.635